1.
Entry from the Open Molecules 2025 dataset: a structure of composition C12H30F10K2N5O26S10 (ωB97M-V/def2-TZVPD).

Output
Strongest force on any atom ... 6.10 eV/Å
Frontier orbital gap ... 6.6145 eV
LUMO level ... 0.1407 Ha
M ... 1249.2 u

The geometry in ORCA input format:
```
! wB97M-V def2-TZVPD RIJCOSX def2/J DEFGRID3
* xyz -3 1
K -2.04 2.04 3.50
K -2.36 3.54 0.34
N -1.12 -2.31 5.95
S -0.37 -1.49 4.84
O -1.01 -0.26 4.48
O 0.31 -2.22 3.82
F 0.88 -1.02 5.77
S -2.10 -3.29 5.05
O -1.58 -4.59 4.83
O -2.91 -2.65 4.09
F -3.13 -3.48 6.28
N -5.45 3.71 0.42
S -6.33 4.62 1.37
O -5.73 4.82 2.67
O -7.74 4.61 1.21
F -5.96 6.02 0.65
S -5.69 2.26 1.23
O -7.04 1.87 1.45
O -4.73 1.94 2.25
F -5.22 1.29 0.10
N -1.56 0.95 0.87
S -0.07 0.56 0.49
O 0.22 0.04 -0.79
O 0.71 0.14 1.61
F 0.38 2.09 0.29
S -2.25 -0.56 0.66
O -1.57 -1.69 1.18
O -2.97 -0.66 -0.55
F -3.41 -0.28 1.71
N -4.87 -4.32 -2.05
S -5.65 -5.65 -2.45
O -6.73 -5.96 -1.56
O -4.90 -6.76 -2.95
F -6.48 -5.10 -3.72
S -3.85 -4.93 -0.91
O -2.60 -5.32 -1.46
O -4.41 -5.70 0.15
F -3.52 -3.55 -0.20
N -1.05 4.70 -1.88
S -1.22 3.77 -3.15
O -0.36 3.97 -4.27
O -2.51 3.18 -3.29
F -0.47 2.52 -2.45
S -1.98 5.97 -2.42
O -3.38 5.79 -2.29
O -1.47 6.72 -3.52
F -1.70 6.96 -1.18
C 3.56 -0.59 3.33
O 4.80 -0.23 2.71
C 5.83 -1.17 2.85
C 7.16 -0.51 2.59
O 7.18 0.04 1.30
C 8.11 1.07 1.08
H 3.07 -1.38 2.76
H 2.95 0.31 3.32
H 3.75 -0.78 4.39
H 5.66 -1.96 2.10
H 5.81 -1.61 3.86
H 7.89 -1.33 2.65
H 7.34 0.24 3.38
H 9.09 0.63 0.89
H 8.16 1.79 1.90
H 7.75 1.61 0.21
C -1.56 -0.11 -4.28
O -1.53 -1.50 -4.52
C -1.32 -2.26 -3.34
C -1.10 -3.70 -3.60
O -2.22 -4.32 -4.20
C -1.99 -5.66 -4.54
H -0.52 0.22 -4.18
H -2.11 0.16 -3.38
H -2.01 0.40 -5.13
H -2.16 -2.08 -2.66
H -0.40 -1.88 -2.87
H -0.90 -4.16 -2.62
H -0.21 -3.92 -4.22
H -1.84 -5.75 -5.63
H -2.84 -6.28 -4.25
H -1.06 -6.03 -4.10
C 5.40 4.02 0.71
O 4.02 3.93 0.82
C 3.52 2.65 1.18
C 3.50 1.67 0.02
O 2.88 2.25 -1.10
C 2.88 1.27 -2.12
H 5.89 4.05 1.71
H 5.66 5.02 0.34
H 5.85 3.26 0.08
H 2.49 2.81 1.50
H 4.10 2.25 2.03
H 3.15 0.68 0.30
H 4.58 1.53 -0.20
H 2.34 1.68 -2.97
H 2.44 0.34 -1.78
H 3.91 1.01 -2.44
*
```

2.
Entry from the Open Molecules 2025 dataset: a cluster of 3 separate species, C12H30IN2O4 in total (ωB97M-V/def2-TZVPD).

Output
Strongest force on any atom ... 10.67 eV/Å
Frontier orbital gap ... 7.0443 eV
LUMO level ... 0.1031 Ha
M ... 393.3 u

The geometry in ORCA input format:
```
! wB97M-V def2-TZVPD RIJCOSX def2/J DEFGRID3
* xyz -1 1
I -2.90 0.22 0.80
C 1.61 2.16 -2.62
O 1.06 2.76 -1.49
C 0.85 1.96 -0.36
C 0.57 2.75 0.94
N 0.28 2.06 2.15
C -0.03 2.87 3.20
C -0.80 2.12 4.22
O -1.09 2.99 5.25
C -1.26 2.44 6.57
H 0.93 1.37 -2.93
H 1.73 2.96 -3.39
H 2.63 1.76 -2.51
H 1.68 1.23 -0.09
H -0.06 1.29 -0.49
H -0.29 3.50 1.04
H 1.46 3.35 0.66
H -0.38 1.36 1.90
H -0.74 3.58 2.99
H 0.78 3.25 3.65
H -0.21 1.18 4.51
H -1.89 1.64 3.89
H -2.06 1.69 6.48
H -1.63 3.08 7.26
H -0.28 2.11 7.15
C 0.74 -1.63 -6.44
O -0.13 -1.66 -5.40
C 0.50 -1.68 -4.08
C -0.70 -1.15 -3.09
N -0.22 -1.36 -1.76
C -0.23 -2.80 -1.26
C 0.02 -2.83 0.28
O -0.55 -4.09 0.90
C -0.15 -4.13 2.16
H 1.33 -0.68 -6.33
H 0.09 -1.69 -7.43
H 1.28 -2.53 -6.26
H 1.24 -1.10 -3.92
H 0.57 -2.70 -3.79
H -1.63 -1.57 -3.29
H -0.79 0.06 -3.17
H -0.93 -0.69 -1.17
H 0.56 -3.32 -1.84
H -1.36 -3.01 -1.63
H -0.43 -2.02 0.57
H 1.18 -2.72 0.50
H -0.51 -5.04 2.67
H -0.73 -3.28 2.74
H 0.89 -4.03 2.27
*
```

3.
Entry from the Open Molecules 2025 dataset: a structure of composition C12H30N2Na2O6 (ωB97M-V/def2-TZVPD).

Output
Strongest force on any atom ... 3.37 eV/Å
Frontier orbital gap ... 2.4599 eV
LUMO level ... 0.1043 Ha
M ... 344.4 u

The geometry in ORCA input format:
```
! wB97M-V def2-TZVPD RIJCOSX def2/J DEFGRID3
* xyz -2 1
Na -5.23 4.77 -4.48
Na -1.09 2.71 -2.13
O -1.85 7.93 -5.18
C -0.68 7.55 -5.86
C -0.58 6.37 -6.88
O -0.95 5.01 -6.48
H 0.07 7.48 -5.07
H -0.39 8.41 -6.46
H 0.47 6.37 -7.19
H -1.10 6.60 -7.81
O -5.09 3.32 0.23
C -5.97 2.23 0.48
C -6.36 1.18 -0.70
O -5.48 0.91 -1.78
H -6.95 2.56 0.81
H -5.54 1.69 1.33
H -7.28 1.57 -1.14
H -6.65 0.23 -0.25
C 2.34 2.62 3.38
C 3.48 1.78 2.99
C 3.67 0.56 4.01
O 4.39 1.01 5.17
C 4.54 0.10 6.23
N 3.33 1.43 1.62
H 2.55 3.18 4.30
H 1.38 2.12 3.51
H 2.10 3.45 2.71
H 4.41 2.34 3.07
H 4.24 -0.25 3.57
H 2.73 0.05 4.23
H 5.56 -0.28 6.27
H 3.91 -0.79 6.16
H 4.45 0.68 7.15
H 2.68 0.67 1.47
H 4.24 1.24 1.24
C -0.78 -5.14 -2.18
C -0.40 -5.08 -0.76
C 1.05 -5.62 -0.43
O 1.16 -7.07 -0.44
C 0.83 -7.73 0.78
N -0.55 -3.69 -0.31
H -0.67 -6.10 -2.70
H -0.07 -4.47 -2.66
H -1.80 -4.86 -2.46
H -1.04 -5.70 -0.14
H 1.22 -5.23 0.57
H 1.75 -5.17 -1.14
H 1.29 -7.37 1.70
H 1.22 -8.74 0.89
H -0.25 -7.81 0.90
H -0.89 -3.65 0.64
H -1.39 -3.39 -0.80
*
```

4.
Entry from the Open Molecules 2025 dataset: a structure of composition C12H30N2NaO4 (ωB97M-V/def2-TZVPD).

Output
Strongest force on any atom ... 3.17 eV/Å
Frontier orbital gap ... 9.7020 eV
LUMO level ... -0.0970 Ha
M ... 289.4 u

The geometry in ORCA input format:
```
! wB97M-V def2-TZVPD RIJCOSX def2/J DEFGRID3
* xyz 1 1
Na 0.74 0.83 -0.28
C -2.59 -0.82 -0.47
O -1.20 -0.69 -0.74
C -0.66 -2.00 -0.91
C 0.80 -2.12 -0.40
N 0.98 -1.47 0.85
C 0.12 -2.05 1.91
C 0.76 -1.98 3.29
O 1.69 -3.06 3.47
C 2.35 -2.99 4.75
H -2.93 0.18 -0.20
H -2.85 -1.58 0.26
H -3.08 -1.03 -1.42
H -0.71 -2.27 -1.97
H -1.20 -2.85 -0.48
H 1.41 -1.67 -1.19
H 1.05 -3.18 -0.35
H 1.91 -1.38 1.24
H 0.04 -3.12 1.78
H -0.89 -1.64 1.96
H -0.03 -2.04 4.03
H 1.25 -1.01 3.39
H 3.33 -3.45 4.71
H 1.79 -3.52 5.52
H 2.55 -1.97 5.07
C 2.69 0.35 -3.54
O 1.44 0.69 -2.93
C 0.71 1.57 -3.69
C -0.72 1.67 -2.97
N -0.50 2.42 -1.76
C -1.73 2.79 -1.18
C -1.55 3.15 0.29
O -1.08 2.00 0.99
C -1.02 2.14 2.42
H 3.33 1.23 -3.61
H 2.46 0.01 -4.55
H 3.25 -0.41 -2.98
H 0.59 1.20 -4.71
H 1.12 2.58 -3.72
H -1.10 0.71 -2.63
H -1.47 2.10 -3.65
H 0.08 3.22 -1.97
H -2.45 1.98 -1.33
H -2.14 3.63 -1.74
H -2.57 3.36 0.60
H -0.92 4.03 0.41
H -0.88 1.15 2.86
H -1.93 2.48 2.91
H -0.24 2.86 2.67
*
```

5.
Entry from the Open Molecules 2025 dataset: a cluster of 4 separate species, C12H30N4O3 in total (ωB97M-V/def2-TZVPD).

Output
Strongest force on any atom ... 0.94 eV/Å
Structure (SMILES) ... CCN(CC)CC.CC(N)=O.CC(N)=O.CC(N)=O
Frontier orbital gap ... 8.5926 eV
LUMO level ... 0.0128 Ha
M ... 278.4 u

The geometry in ORCA input format:
```
! wB97M-V def2-TZVPD RIJCOSX def2/J DEFGRID3
* xyz 0 1
C 3.75 1.48 3.40
C 2.95 2.72 2.95
N 1.69 2.46 2.25
C 0.71 1.80 3.11
C -0.71 2.30 2.88
C 1.84 1.72 1.01
C 2.83 2.32 0.00
H 3.94 0.79 2.57
H 3.21 0.92 4.16
H 4.72 1.79 3.79
H 2.70 3.32 3.82
H 3.58 3.30 2.27
H 0.99 1.94 4.15
H 0.75 0.71 2.94
H -1.12 2.76 3.79
H -1.38 1.49 2.58
H -0.75 3.08 2.13
H 2.16 0.67 1.23
H 0.84 1.59 0.58
H 2.54 3.34 -0.25
H 3.83 2.29 0.43
H 2.78 1.71 -0.90
C -0.23 2.72 -4.82
C 0.44 2.84 -3.47
N 0.35 1.75 -2.65
O 0.97 3.87 -3.11
H -0.96 3.50 -4.97
H -0.67 1.73 -4.98
H 0.54 2.84 -5.59
H -0.01 0.84 -2.89
H 0.70 1.92 -1.72
C -0.81 -0.75 -0.60
C -1.06 -1.41 -1.92
N -2.10 -2.29 -1.95
O -0.44 -1.10 -2.92
H 0.03 -1.21 -0.07
H -1.67 -0.73 0.07
H -0.54 0.29 -0.77
H -2.09 -2.96 -2.71
H -2.51 -2.56 -1.08
C -3.34 -6.05 0.78
C -3.10 -5.78 -0.67
N -4.14 -6.05 -1.51
O -2.05 -5.32 -1.09
H -3.92 -5.21 1.19
H -2.39 -6.07 1.30
H -3.88 -6.98 0.97
H -3.99 -5.83 -2.48
H -4.99 -6.49 -1.22
*
```

6.
Entry from the Open Molecules 2025 dataset: a structure of composition C12H30O4PPtS2Si2 (ωB97M-V/def2-TZVPD).

Output
Strongest force on any atom ... 0.47 eV/Å
Frontier orbital gap (spin up / spin down) ... 6.0197 / 5.8827 eV
LUMO level (spin up / spin down) ... 0.1865 / 0.1865 Ha
M ... 584.7 u

The geometry in ORCA input format:
```
! wB97M-V def2-TZVPD RIJCOSX def2/J DEFGRID3
* xyz -2 2
Pt -0.26 -0.30 1.34
C -3.64 0.24 -3.52
C -2.38 0.27 -2.67
O -2.57 1.04 -1.50
P -3.28 0.32 -0.19
S -0.90 -1.96 0.03
S -2.28 1.11 1.42
O -4.66 1.31 -0.26
C -5.60 1.11 0.77
C -5.71 2.35 1.64
H -3.47 -0.33 -4.44
H -3.94 1.26 -3.79
H -4.46 -0.22 -2.96
H -1.56 0.73 -3.21
H -2.07 -0.75 -2.40
H -5.33 0.26 1.40
H -6.58 0.89 0.32
H -4.74 2.56 2.10
H -6.46 2.21 2.44
H -6.01 3.21 1.04
C 4.27 -2.31 0.09
Si 2.36 -2.26 0.13
C 1.95 -3.70 1.28
C 1.98 -2.73 -1.66
C 1.75 -0.69 0.88
Si 2.16 0.90 0.05
C 4.04 1.17 -0.13
C 1.43 0.95 -1.68
C 1.64 2.51 0.87
H 4.57 -3.34 -0.15
H 4.71 -2.04 1.05
H 4.69 -1.66 -0.67
H 2.37 -4.64 0.90
H 0.88 -3.81 1.41
H 2.40 -3.49 2.26
H 2.34 -3.75 -1.84
H 2.53 -2.06 -2.33
H 0.92 -2.67 -1.88
H 2.24 -0.71 1.87
H 4.55 0.45 -0.79
H 4.51 1.13 0.86
H 4.21 2.17 -0.54
H 1.86 0.17 -2.33
H 1.60 1.92 -2.16
H 0.35 0.78 -1.60
H 2.07 2.57 1.87
H 0.55 2.60 0.94
H 2.04 3.34 0.27
O 2.44 0.67 3.67
C 1.26 0.96 3.86
O 0.25 0.87 3.09
H 0.98 1.41 4.84
*
```

7.
Entry from the Open Molecules 2025 dataset: a structure of composition C12H31BF4N2O2RuSSiTe4 (ωB97M-V/def2-TZVPD).

Output
Strongest force on any atom ... 0.87 eV/Å
Frontier orbital gap (spin up / spin down) ... 6.1838 / 5.6175 eV
LUMO level (spin up / spin down) ... 0.0809 / 0.0625 Ha
M ... 993.8 u

The geometry in ORCA input format:
```
! wB97M-V def2-TZVPD RIJCOSX def2/J DEFGRID3
* xyz -1 2
Ru -0.60 0.09 0.66
C 2.73 -0.33 0.75
O 1.63 -1.22 0.58
C 2.07 -2.40 -0.07
C 2.26 -2.32 -1.57
O 1.10 -2.62 -2.33
C 0.90 -4.00 -2.44
H 3.58 -0.86 1.19
H 2.42 0.45 1.44
H 3.03 0.13 -0.20
H 1.38 -3.20 0.20
H 3.05 -2.66 0.37
H 3.04 -3.04 -1.85
H 2.59 -1.32 -1.87
H 1.76 -4.49 -2.92
H 0.02 -4.17 -3.06
H 0.72 -4.48 -1.47
Te 0.22 2.33 1.47
Te 1.57 2.03 3.81
Te 0.85 -0.58 4.25
Te -1.55 -0.27 3.06
C -2.39 2.21 -1.47
Si -2.58 1.28 0.17
C -4.14 0.19 -0.09
C -3.27 2.59 1.37
H -3.36 2.64 -1.75
H -2.04 1.57 -2.28
H -1.66 3.03 -1.39
H -5.02 0.81 0.08
H -4.19 -0.67 0.58
H -4.20 -0.18 -1.12
H -4.21 2.97 0.95
H -2.60 3.44 1.51
H -3.49 2.17 2.35
C -3.24 0.06 -4.04
C -2.35 -1.08 -3.57
N -2.20 -1.08 -2.12
C -2.28 -2.13 -1.30
S -1.54 -2.09 0.22
N -3.02 -3.23 -1.67
C -4.36 -3.08 -2.23
C -4.64 -4.13 -3.30
H -3.26 0.09 -5.13
H -2.85 1.02 -3.69
H -4.26 -0.04 -3.67
H -1.35 -0.98 -4.00
H -2.74 -2.04 -3.89
H -1.62 -0.34 -1.74
H -2.96 -3.93 -0.95
H -4.47 -2.08 -2.63
H -5.10 -3.16 -1.42
H -3.94 -4.04 -4.12
H -5.66 -4.01 -3.69
H -4.56 -5.13 -2.89
F 2.21 0.78 -2.54
B 0.96 1.38 -2.37
F 0.19 0.54 -1.46
F 1.08 2.64 -1.80
F 0.26 1.42 -3.57
*
```

8.
Entry from the Open Molecules 2025 dataset: a cluster of 2 separate species, C12H31BNO6PS in total (ωB97M-V/def2-TZVPD).

Output
Strongest force on any atom ... 0.86 eV/Å
Structure (SMILES) ... CCOP(=O)(CCB(CCCCN)S(C)(=O)=O)OCC.CO
Frontier orbital gap ... 8.7724 eV
LUMO level ... -0.0094 Ha
M ... 359.2 u

The geometry in ORCA input format:
```
! wB97M-V def2-TZVPD RIJCOSX def2/J DEFGRID3
* xyz 0 1
C -0.45 -0.80 4.05
C 0.92 -0.24 4.39
O 1.85 -0.35 3.29
P 1.78 0.73 2.14
O 0.73 1.75 2.26
C 1.65 -0.18 0.60
C 0.34 -1.02 0.55
B -0.12 -1.16 -0.92
C -1.32 -0.49 -1.62
C -1.62 0.95 -1.15
C -2.21 1.07 0.27
C -3.30 2.14 0.43
N -2.88 3.37 1.09
S 0.98 -2.30 -2.01
C 2.01 -1.19 -2.94
O 1.88 -3.03 -1.13
O 0.16 -3.05 -2.93
O 3.26 1.34 2.19
C 3.67 2.20 1.11
C 4.60 1.51 0.13
H -0.32 -1.72 3.46
H -0.98 -1.07 4.96
H -1.02 -0.08 3.47
H 0.85 0.79 4.73
H 1.36 -0.82 5.20
H 2.50 -0.85 0.46
H 1.66 0.56 -0.20
H 0.59 -2.03 0.91
H -0.43 -0.62 1.20
H -1.11 -0.46 -2.70
H -2.23 -1.11 -1.56
H -2.33 1.38 -1.86
H -0.71 1.55 -1.23
H -1.40 1.32 0.96
H -2.57 0.08 0.57
H -3.72 2.39 -0.55
H -4.10 1.72 1.04
H -2.62 3.17 2.05
H -2.07 3.77 0.65
H 1.48 -0.75 -3.78
H 2.41 -0.43 -2.27
H 2.85 -1.81 -3.27
H 4.19 3.03 1.58
H 2.80 2.63 0.61
H 4.24 0.53 -0.16
H 5.60 1.40 0.53
H 4.65 2.12 -0.78
C -3.37 -2.95 -3.92
O -3.73 -1.57 -3.90
H -2.34 -3.02 -3.56
H -4.01 -3.55 -3.26
H -3.41 -3.36 -4.93
H -4.63 -1.49 -4.22
*
```

The highest M belongs to which entry? C12H30F10K2N5O26S10

What is the formula in the second record? C12H30IN2O4

Which formula does entry 5 have? C12H30N4O3

strongest force on any atom of number 7 (C12H31BF4N2O2RuSSiTe4)? 0.87 eV/Å